# 1
DFT (wB97M-V/def2-TZVPD) results for 4 unconnected molecules or ions with the total composition C24H54BrN6O5.

As for the total charge: +1. For the HOMO energy, the calculation gives -11.218 eV. Its relative energy (zero: lowest compared OMol25 entry of this formula, charge and spin) is 0.0 kJ/mol. The spin multiplicity is 1.

Cartesian coordinates (Å):
1 C 3.47549 -3.49985 7.76381
2 C -3.07787 0.94354 -6.78116
3 O -2.90881 -0.01034 1.97363
4 H -4.01066 -4.15197 1.82171
5 H -3.93978 1.61037 -6.74511
6 H 4.64586 -2.81474 2.10400
7 H -2.38316 -3.59379 2.22837
8 C -1.63511 -1.50407 0.57905
9 O -1.13647 1.31571 -5.42600
10 C 2.51513 -3.13052 2.41355
11 H 1.95542 -0.17999 8.39032
12 H 0.84195 -2.03094 -0.18235
13 C -1.80919 1.66637 -6.38644
14 H -1.44602 3.23557 -9.18346
15 H 3.00688 -3.86871 8.67661
16 H -0.70758 -0.47510 -3.02373
17 H -0.65901 3.62040 -1.41721
18 H -3.59123 -3.23936 -0.53866
19 H -2.20828 1.79204 2.52400
20 H -0.33990 -2.33008 -1.75372
21 C 0.51222 2.24068 -0.22773
22 C -1.36149 -2.69051 -1.63941
23 H -2.38066 4.31774 -8.13988
24 C 4.47090 7.02204 -2.04051
25 H -1.20155 1.96079 -1.52941
26 C -2.69246 1.95773 0.44397
27 H 0.76461 -1.32474 9.02863
28 H 2.35626 -4.21160 2.48046
29 H -1.10834 0.91133 1.48442
30 H 4.03683 7.68973 -2.78590
31 H 3.86531 -3.56568 0.72435
32 H -3.89695 -1.79459 2.64999
33 H 4.34393 5.22516 -3.15498
34 H 0.71215 2.80540 0.68544
35 H 1.57278 -3.58406 0.09315
36 H 5.55562 7.13268 -2.06798
37 H 2.48432 -1.68335 9.13752
38 C -3.04284 -1.03939 1.01468
39 C 2.96180 5.35714 -0.11632
40 N 1.68207 -1.91372 7.22766
41 N -0.47295 -3.58970 0.43844
42 H 3.98864 -4.31839 7.26973
43 H 2.43714 4.56748 0.41162
44 O 3.14331 3.66750 -1.80456
45 H -1.41498 -3.70390 -2.04328
46 Br -3.77358 -2.76832 -3.18959
47 C 3.39321 4.81307 -1.45984
48 H -2.82494 -1.09515 -1.67795
49 H 1.00888 -1.60030 6.54693
50 H 3.82205 5.67168 0.47508
51 H 1.33926 -1.37901 1.97959
52 H -3.65965 2.39629 0.70391
53 N -1.57327 -2.83579 -0.15149
54 O -1.81018 3.00680 0.13547
55 C 3.72513 -2.82808 1.51875
56 H 0.40886 -2.74184 2.60112
57 C 1.22675 -2.46875 1.92608
58 C -0.80642 2.71086 -0.83271
59 C -2.16154 1.15989 1.63780
60 N 4.07974 5.64774 -2.27875
61 H 4.12576 7.34131 -1.06243
62 H -3.61233 -0.67956 0.14990
63 H 3.63650 -1.84769 1.03780
64 H -3.23352 0.12142 -6.08893
65 H -2.99487 2.71421 -8.52873
66 H -3.00344 0.54332 -7.79258
67 H -2.84708 1.32573 -0.44250
68 O 2.29821 -3.42717 5.68644
69 N -1.43487 2.72475 -7.14271
70 H -2.60355 -4.65544 -0.12748
71 C 2.44514 -2.95297 6.80342
72 C -2.31761 -1.75302 -2.38000
73 H -1.32887 -1.53515 -4.30055
74 H -1.15708 -0.75509 -0.05328
75 H -0.57987 3.15955 -6.83235
76 C -2.09491 3.27884 -8.30810
77 H 1.33444 2.40638 -0.92845
78 H 2.29899 6.21544 -0.23127
79 C 1.71987 -1.23840 8.50921
80 C -1.61139 -0.92753 -3.43906
81 C -3.24416 -3.41904 1.57033
82 H 4.20159 -2.73521 8.04163
83 H 2.70618 -2.80212 3.43613
84 H -2.24712 -0.11843 -3.79459
85 C -2.82443 -3.62136 0.13624
86 C 0.83430 -2.88781 0.49665
87 N -3.81363 -2.07700 1.68054
88 H 0.50168 1.17623 0.03770
89 H -1.04011 -1.62331 1.48133
90 H -0.41139 -4.43033 -0.12609

Partial charges, Mulliken, in e: -1.38 -1.19 -0.51 0.50 0.36 0.40 0.32 -1.25 -0.61 -0.49 0.29 -0.05 0.85 0.29 0.38 0.37 0.33 0.32 0.35 0.32 -0.35 -0.86 0.29 -0.82 0.08 -0.19 0.30 0.39 -0.03 0.28 0.33 0.36 0.24 0.23 0.65 0.29 0.31 0.13 -1.12 -0.15 -0.50 0.29 0.10 -0.65 0.69 -0.05 0.82 -0.24 0.21 0.40 0.32 0.26 0.67 -0.42 -1.26 0.37 -0.74 -0.09 -0.12 -0.17 0.30 0.29 0.29 0.16 0.31 0.39 0.15 -0.63 -0.20 0.46 0.83 0.85 0.43 0.55 0.24 -0.84 0.34 0.37 -0.85 -1.73 -0.86 0.40 0.21 0.37 -0.35 -0.37 -0.44 -0.36 0.53 0.34

# 2
DFT (wB97M-V/def2-TZVPD) results for a gas-phase ion, C4H10NO2 (charge -1).

As for the total charge: -1. For the HOMO energy, the calculation gives -3.015 eV. Its relative energy (zero: lowest compared OMol25 entry of this formula, charge and spin) is 433.7 kJ/mol. The spin multiplicity is 1.

Cartesian coordinates (Å):
1 C -1.43778 -0.65063 -0.44944
2 H -1.79998 -0.44744 -1.48680
3 H -0.60213 2.31188 0.58906
4 O 0.11732 -1.46440 1.76261
5 H 2.03605 0.27195 -0.15248
6 O 1.49034 -1.71117 -0.43442
7 H -0.84887 1.84019 -1.07403
8 C 1.15181 -0.38698 -0.60713
9 C -0.16773 0.15740 0.00660
10 H -2.17446 -0.47293 0.24681
11 C -0.24506 1.72571 -0.21716
12 H 0.69654 0.42518 1.85895
13 H 1.36175 -0.07028 -1.75125
14 N -0.08752 -0.04664 1.49549
15 H 0.77383 -1.85465 0.88543
16 H 0.73705 2.01697 -0.51340
17 H -1.00116 -1.64416 -0.15883

Partial charges, Mulliken, in e: -1.50 0.35 0.48 -0.55 0.21 -0.82 0.34 -0.52 1.28 0.48 -1.88 0.30 0.19 -0.53 0.43 0.43 0.30

Question: Look up the relative energy (zero: lowest compared OMol25 entry of this formula, charge and spin) of the first one.
Answer: 0.0 kJ/mol

Question: What is the formula in the first record?
Answer: C24H54BrN6O5

Question: Look up the total charge of the second one.
Answer: -1